1.
Entry from the Open Molecules 2025 dataset: a single C24H28N4O5S molecule in a non-equilibrium geometry (ωB97M-V/def2-TZVPD).

Output
- energy relative to the best compared isomer or geometry (same formula, charge and spin) (kJ/mol) = 149.12
- SMILES string = Cn1c(=O)oc2cc(S(=O)(=O)N3CCC(C(=O)N4CCN(c5ccccc5)CC4)CC3)ccc21
- total charge = 0
- orbital gap (eV) = 8.61

XYZ file:
```
62
C24H28N4O5S ωB97M-V/def2-TZVPD
C -2.311 -4.384 1.490
N -2.773 -3.562 0.407
C -2.467 -3.799 -0.916
O -1.853 -4.728 -1.355
O -2.998 -2.790 -1.667
C -3.591 -1.907 -0.816
C -4.186 -0.697 -1.096
C -4.631 0.032 -0.003
S -5.107 1.744 -0.263
O -5.894 2.166 0.857
O -5.633 1.886 -1.588
N -3.699 2.628 -0.213
C -2.833 2.632 -1.363
C -1.763 1.539 -1.299
C -0.992 1.562 0.031
C -0.234 0.233 0.100
O -0.745 -0.745 0.624
N 0.965 0.150 -0.512
C 1.740 1.197 -1.130
C 3.040 1.425 -0.344
N 3.778 0.186 -0.298
C 5.162 0.206 -0.124
C 5.904 -0.947 -0.398
C 7.279 -0.948 -0.287
C 7.956 0.200 0.090
C 7.235 1.350 0.355
C 5.855 1.357 0.256
C 3.005 -0.866 0.332
C 1.713 -1.093 -0.453
C -1.947 1.646 1.227
C -3.004 2.735 1.045
C -4.557 -0.445 1.295
C -3.977 -1.674 1.573
C -3.460 -2.379 0.501
H -1.766 -5.221 1.057
H -1.647 -3.808 2.138
H -3.156 -4.756 2.071
H -4.307 -0.316 -2.096
H -2.358 3.618 -1.420
H -3.470 2.500 -2.238
H -2.236 0.563 -1.400
H -1.070 1.665 -2.134
H -0.318 2.421 0.061
H 1.181 2.127 -1.197
H 2.000 0.874 -2.145
H 3.632 2.178 -0.865
H 2.789 1.797 0.665
H 5.398 -1.845 -0.720
H 7.828 -1.852 -0.506
H 9.032 0.198 0.173
H 7.747 2.253 0.654
H 5.322 2.264 0.493
H 3.583 -1.787 0.365
H 2.743 -0.584 1.366
H 1.089 -1.842 0.034
H 1.947 -1.415 -1.472
H -2.425 0.675 1.348
H -1.373 1.850 2.134
H -2.533 3.725 1.082
H -3.759 2.681 1.828
H -4.954 0.174 2.084
H -3.899 -2.045 2.582
```

2.
Entry from the Open Molecules 2025 dataset: a single C24H28N6O2 molecule in a non-equilibrium geometry (ωB97M-V/def2-TZVPD).

Output
- energy relative to the best compared isomer or geometry (same formula, charge and spin) (kJ/mol) = 0.00
- SMILES string = CCN(Cc1ccccc1)[C@H](c1cc2ccc(C)cc2[nH]c1=O)c1nnnn1CCOC
- total charge = 0
- orbital gap (eV) = 8.63

XYZ file:
```
60
C24H28N6O2 ωB97M-V/def2-TZVPD
C 0.112 1.548 -3.114
C -1.239 1.309 -2.435
N -1.281 0.283 -1.410
C -0.918 -1.045 -1.879
C -1.621 -2.122 -1.094
C -2.993 -2.037 -0.886
C -3.653 -2.992 -0.136
C -2.952 -4.059 0.401
C -1.594 -4.173 0.164
C -0.934 -3.213 -0.582
C -0.745 0.678 -0.105
C 0.750 0.564 0.084
C 1.393 -0.604 0.313
C 2.812 -0.668 0.452
C 3.509 -1.863 0.666
C 4.876 -1.862 0.790
C 5.606 -0.669 0.709
C 7.096 -0.700 0.850
C 4.932 0.518 0.503
C 3.542 0.531 0.374
N 2.856 1.699 0.182
C 1.491 1.822 0.045
O 0.996 2.932 -0.081
C -1.487 -0.058 0.959
N -1.052 -0.962 1.807
N -2.085 -1.296 2.570
N -3.124 -0.651 2.245
N -2.800 0.153 1.229
C -3.750 1.046 0.632
C -3.673 2.443 1.255
O -2.519 3.074 0.761
C -2.221 4.307 1.365
H 0.829 1.951 -2.406
H 0.509 0.627 -3.535
H -0.013 2.269 -3.919
H -1.973 1.020 -3.197
H -1.576 2.243 -1.979
H -1.247 -1.112 -2.922
H 0.169 -1.220 -1.861
H -3.536 -1.204 -1.309
H -4.716 -2.903 0.036
H -3.463 -4.796 1.000
H -1.043 -5.009 0.571
H 0.126 -3.315 -0.770
H -0.992 1.741 0.013
H 0.827 -1.514 0.437
H 2.951 -2.785 0.735
H 5.406 -2.789 0.955
H 7.535 -1.330 0.078
H 7.373 -1.120 1.816
H 7.519 0.297 0.769
H 5.476 1.450 0.442
H 3.377 2.569 0.170
H -3.533 1.119 -0.435
H -4.741 0.620 0.799
H -3.633 2.362 2.353
H -4.573 3.017 0.985
H -2.111 4.199 2.450
H -3.000 5.050 1.158
H -1.275 4.627 0.933
```

3.
Entry from the Open Molecules 2025 dataset: a single C24H28N6O4S molecule in a non-equilibrium geometry (ωB97M-V/def2-TZVPD).

Output
- energy relative to the best compared isomer or geometry (same formula, charge and spin) (kJ/mol) = 184.07
- SMILES string = CCOC(=O)Cn1nnnc1[C@H](CC)N(Cc1cccs1)Cc1cc2ccc(OC)cc2[nH]c1=O
- total charge = 0
- orbital gap (eV) = 8.45

XYZ file:
```
63
C24H28N6O4S ωB97M-V/def2-TZVPD
C 3.037 1.775 5.035
C 3.136 1.994 3.538
O 2.633 0.824 2.883
C 2.299 0.923 1.605
O 2.386 1.921 0.941
C 1.772 -0.405 1.067
N 1.292 -1.253 2.109
N 1.882 -2.392 2.478
N 1.209 -2.876 3.433
N 0.171 -2.106 3.736
C 0.212 -1.085 2.914
C -0.728 0.062 2.783
C -1.743 0.089 3.939
C -1.086 0.526 5.241
N -1.281 0.006 1.440
C -2.046 -1.200 1.130
C -1.207 -2.190 0.388
C -0.808 -3.428 0.782
C 0.012 -4.082 -0.167
C 0.225 -3.331 -1.274
S -0.581 -1.809 -1.189
C -1.875 1.240 0.944
C -1.637 1.317 -0.542
C -0.448 1.704 -1.057
C -0.192 1.681 -2.458
C 1.035 2.043 -3.019
C 1.240 1.990 -4.378
C 0.208 1.568 -5.227
O 0.306 1.482 -6.577
C 1.521 1.829 -7.197
C -1.020 1.203 -4.688
C -1.226 1.253 -3.315
N -2.424 0.898 -2.762
C -2.718 0.877 -1.417
O -3.820 0.511 -1.041
H 3.608 0.895 5.320
H 2.002 1.624 5.329
H 3.434 2.641 5.557
H 4.174 2.145 3.225
H 2.549 2.860 3.212
H 2.588 -0.928 0.558
H 0.970 -0.196 0.350
H -0.131 0.984 2.831
H -2.546 0.780 3.675
H -2.168 -0.905 4.075
H -1.816 0.537 6.046
H -0.292 -0.167 5.508
H -0.667 1.527 5.146
H -2.910 -0.923 0.521
H -2.417 -1.684 2.041
H -1.081 -3.862 1.727
H 0.427 -5.062 -0.018
H 0.802 -3.566 -2.145
H -1.382 2.082 1.434
H -2.955 1.292 1.140
H 0.350 2.037 -0.407
H 1.830 2.365 -2.363
H 2.199 2.276 -4.779
H 1.359 1.679 -8.263
H 1.780 2.877 -7.016
H 2.342 1.187 -6.862
H -1.803 0.878 -5.354
H -3.166 0.583 -3.377
```

4.
Entry from the Open Molecules 2025 dataset: a molecular structure, C24H28N7O3PS5V (ωB97M-V/def2-TZVPD).

Output
- energy relative to the best compared isomer or geometry (same formula, charge and spin) (kJ/mol) = 0.00
- total charge = 0
- <S²> = 3.758
- orbital gap (spin up / spin down) (eV) = 7.75 / 7.91
- 2S+1 = 4

XYZ file:
```
69
C24H28N7O3PS5V ωB97M-V/def2-TZVPD
V -0.190 -0.632 0.142
N 3.361 0.835 1.843
C 4.041 -0.264 1.385
C 3.104 -1.095 0.844
N 1.864 -0.521 0.962
C 2.062 0.641 1.563
C 0.925 1.504 1.829
N -0.264 1.146 1.379
C -1.132 2.129 1.776
C -0.441 3.079 2.470
N 0.865 2.658 2.512
H 3.757 1.720 2.183
H 5.108 -0.351 1.484
H 3.238 -2.065 0.395
H -2.181 2.077 1.538
H -0.754 4.002 2.923
H 1.690 3.212 2.774
O 0.629 0.486 -1.491
C 1.453 -0.264 -2.377
C 0.949 -1.678 -2.453
C 1.202 -2.480 -3.555
C 0.743 -3.786 -3.550
C 0.034 -4.245 -2.449
C -0.188 -3.380 -1.395
N 0.267 -2.122 -1.390
H 0.484 1.395 -1.838
H 2.475 -0.273 -1.992
H 1.474 0.205 -3.361
H 1.744 -2.076 -4.400
H 0.925 -4.431 -4.399
H -0.353 -5.253 -2.407
H -0.748 -3.678 -0.517
C -6.146 -3.459 0.801
C -5.302 -2.210 0.737
O -3.980 -2.548 1.203
P -2.846 -1.418 1.217
S -1.173 -2.261 1.863
S -2.658 -0.493 -0.526
O -3.403 -0.324 2.249
C -3.551 -0.653 3.644
C -3.820 0.630 4.392
H -7.158 -3.240 0.458
H -6.199 -3.837 1.821
H -5.726 -4.237 0.164
H -5.710 -1.418 1.370
H -5.225 -1.828 -0.283
H -2.635 -1.134 3.992
H -4.376 -1.362 3.751
H -2.983 1.319 4.273
H -3.948 0.421 5.455
H -4.725 1.113 4.022
S 0.979 3.318 -2.844
C 2.119 3.444 -1.614
S 1.819 4.294 -0.145
C 3.338 3.726 0.535
N 4.017 3.020 -0.315
N 3.343 2.894 -1.516
C 3.990 2.086 -2.501
C 4.728 0.990 -2.071
C 5.348 0.178 -3.005
C 5.240 0.459 -4.361
C 4.525 1.572 -4.776
C 3.902 2.397 -3.849
S 3.756 4.032 2.170
H 4.803 0.788 -1.013
H 5.922 -0.678 -2.671
H 5.727 -0.176 -5.089
H 4.455 1.811 -5.829
H 3.349 3.266 -4.170
```

Question: What is the total charge in the second record?
Answer: 0

Question: Look up the total charge of the first one.
Answer: 0

Copy entry 1 word for word.
Entry from the Open Molecules 2025 dataset: a single C24H28N4O5S molecule in a non-equilibrium geometry (ωB97M-V/def2-TZVPD).

Output
- energy relative to the best compared isomer or geometry (same formula, charge and spin) (kJ/mol) = 149.12
- SMILES string = Cn1c(=O)oc2cc(S(=O)(=O)N3CCC(C(=O)N4CCN(c5ccccc5)CC4)CC3)ccc21
- total charge = 0
- orbital gap (eV) = 8.61

XYZ file:
```
62
C24H28N4O5S ωB97M-V/def2-TZVPD
C -2.311 -4.384 1.490
N -2.773 -3.562 0.407
C -2.467 -3.799 -0.916
O -1.853 -4.728 -1.355
O -2.998 -2.790 -1.667
C -3.591 -1.907 -0.816
C -4.186 -0.697 -1.096
C -4.631 0.032 -0.003
S -5.107 1.744 -0.263
O -5.894 2.166 0.857
O -5.633 1.886 -1.588
N -3.699 2.628 -0.213
C -2.833 2.632 -1.363
C -1.763 1.539 -1.299
C -0.992 1.562 0.031
C -0.234 0.233 0.100
O -0.745 -0.745 0.624
N 0.965 0.150 -0.512
C 1.740 1.197 -1.130
C 3.040 1.425 -0.344
N 3.778 0.186 -0.298
C 5.162 0.206 -0.124
C 5.904 -0.947 -0.398
C 7.279 -0.948 -0.287
C 7.956 0.200 0.090
C 7.235 1.350 0.355
C 5.855 1.357 0.256
C 3.005 -0.866 0.332
C 1.713 -1.093 -0.453
C -1.947 1.646 1.227
C -3.004 2.735 1.045
C -4.557 -0.445 1.295
C -3.977 -1.674 1.573
C -3.460 -2.379 0.501
H -1.766 -5.221 1.057
H -1.647 -3.808 2.138
H -3.156 -4.756 2.071
H -4.307 -0.316 -2.096
H -2.358 3.618 -1.420
H -3.470 2.500 -2.238
H -2.236 0.563 -1.400
H -1.070 1.665 -2.134
H -0.318 2.421 0.061
H 1.181 2.127 -1.197
H 2.000 0.874 -2.145
H 3.632 2.178 -0.865
H 2.789 1.797 0.665
H 5.398 -1.845 -0.720
H 7.828 -1.852 -0.506
H 9.032 0.198 0.173
H 7.747 2.253 0.654
H 5.322 2.264 0.493
H 3.583 -1.787 0.365
H 2.743 -0.584 1.366
H 1.089 -1.842 0.034
H 1.947 -1.415 -1.472
H -2.425 0.675 1.348
H -1.373 1.850 2.134
H -2.533 3.725 1.082
H -3.759 2.681 1.828
H -4.954 0.174 2.084
H -3.899 -2.045 2.582
```